1.
Formula: C26H33Br6F5N2O2
Source: the OMol25 dataset
Level of theory: wB97M-V/def2-TZVPD

Geometry as XYZ:
```
74
Properties=species:S:1:pos:R:3:forces:R:3
C 2.326 -2.445 2.499 0.46 0.75 -0.25
C 2.955 -0.976 2.379 -0.68 2.92 3.71
O 2.767 -0.198 3.370 1.05 -3.14 -4.06
O 3.737 -0.490 1.294 -2.31 -1.44 0.99
C 2.974 -0.484 0.038 0.30 -0.27 -1.67
C 2.723 1.032 -0.529 1.02 -0.71 1.04
C 2.799 2.008 0.746 -1.25 0.04 0.02
C 2.221 3.483 0.500 -0.17 0.26 -1.07
C 0.900 3.543 -0.397 -1.64 2.01 -2.91
C 0.883 4.634 -1.530 -2.30 -2.29 1.05
C -0.376 4.807 -2.443 -0.53 -2.90 2.76
F -0.344 5.841 -3.429 -0.33 -2.60 2.28
C -1.580 3.872 -2.211 2.30 1.18 0.46
C -1.631 2.752 -1.084 1.43 2.26 -1.47
N -2.850 1.987 -1.009 4.62 -1.66 4.10
C -2.684 1.016 0.025 -0.19 0.43 -0.08
C -3.942 0.013 0.258 0.73 1.15 -1.78
C -3.642 -1.489 -0.299 -0.63 -0.10 -0.50
C -2.570 -1.529 -1.476 -0.29 0.50 -1.75
F -1.357 -2.299 -1.281 -2.30 2.46 0.00
C -2.683 -0.824 -2.707 1.27 -0.70 1.46
F -1.487 -0.271 -3.281 -3.64 -1.88 0.67
F -3.882 -0.594 -3.415 3.38 0.13 2.10
C -1.444 0.806 0.950 0.62 1.99 -1.53
C -1.433 -0.355 2.051 0.88 0.94 0.16
C -2.287 -0.042 3.370 0.64 -1.06 0.83
F -1.927 1.231 3.979 -0.85 -1.99 -1.42
N -0.286 1.631 0.853 -4.33 -0.62 -2.27
C -0.371 2.615 -0.194 0.15 0.37 -0.26
H 1.958 -2.786 1.472 0.64 0.13 1.70
H 3.143 -3.118 2.951 -1.16 0.89 -1.00
H 1.477 -2.403 3.281 1.39 0.11 -1.49
H 3.640 -1.047 -0.725 -1.24 0.79 1.22
H 2.001 -1.073 0.164 1.25 0.99 -0.18
H 3.616 1.228 -1.240 -1.67 -0.07 0.96
H 1.724 1.060 -1.084 1.52 0.04 0.76
H 3.888 2.088 1.062 -1.67 -0.13 -0.17
H 2.137 1.527 1.565 1.46 0.85 -1.23
H 2.005 4.057 1.467 0.32 -1.09 -1.14
H 3.049 4.088 -0.061 -2.33 -1.31 1.19
H 1.776 5.343 -1.715 -1.59 -1.46 0.48
H -2.504 4.023 -2.868 1.49 -0.36 1.12
H -4.326 0.026 1.333 0.89 -0.18 -1.46
H -4.825 0.407 -0.403 2.42 -0.34 1.15
H -4.646 -1.852 -0.744 1.61 0.41 0.75
H -3.407 -2.167 0.589 0.03 0.67 -1.64
H -0.332 -0.458 2.396 -1.75 0.33 -0.61
H -1.721 -1.382 1.621 0.19 1.67 0.63
H -3.424 -0.169 3.247 1.73 0.85 0.08
H -1.979 -0.840 4.153 -0.48 1.33 -1.26
Br 4.926 4.846 -0.811 1.03 0.13 -0.27
C 6.626 4.004 -1.292 -0.06 0.29 -0.32
C 6.504 2.505 -1.413 0.18 -0.14 0.18
Br 6.448 1.654 0.337 0.05 -0.03 -0.14
H 7.355 4.316 -0.545 -0.12 -0.13 -0.07
H 6.888 4.444 -2.257 -0.01 -0.11 0.11
H 7.387 2.089 -1.901 -0.09 0.14 0.01
H 5.612 2.187 -1.953 0.10 0.15 0.07
Br 0.828 -4.521 -0.228 -0.08 -0.16 -0.26
C 2.058 -6.029 -0.348 -0.19 0.01 0.29
C 3.469 -5.612 -0.013 0.23 -0.13 -0.18
Br 4.290 -4.645 -1.493 -0.05 0.05 0.13
H 1.956 -6.444 -1.351 0.11 0.11 0.13
H 1.689 -6.755 0.380 0.11 0.09 -0.07
H 4.102 -6.488 0.140 -0.13 0.07 -0.02
H 3.532 -4.966 0.863 -0.11 -0.10 -0.14
Br -6.898 -3.495 -1.462 0.00 0.01 0.10
C -8.073 -2.810 -0.065 -0.12 -0.16 -0.21
C -8.336 -1.335 -0.244 -0.17 0.23 0.37
Br -6.807 -0.268 0.329 -1.30 -0.45 -0.09
H -7.608 -3.054 0.890 -0.06 0.13 -0.13
H -8.998 -3.380 -0.170 0.09 0.13 0.01
H -9.162 -1.013 0.393 0.05 -0.13 -0.09
H -8.549 -1.057 -1.276 0.08 -0.12 0.14
```
Positions in Å, forces in eV/Å.

SMILES   CC(=O)OCCCCc1cc(F)cc2nc(CCC(F)=C(F)F)c(CCF)nc12.BrCCBr.BrCCBr.BrCCBr
Electronic energy   -468404.1841 eV
Charge   0
HOMO-LUMO gap   7.5 eV

***

2.
Formula: C4H11N3S
Source: the OMol25 dataset
Level of theory: wB97M-V/def2-TZVPD

Geometry as XYZ:
```
19
Properties=species:S:1:pos:R:3:forces:R:3
C -0.998 -0.308 1.691 -4.12 -5.53 2.95
C -0.206 0.842 1.343 3.37 3.52 -0.40
C -0.305 1.465 -0.130 -2.41 -5.25 1.87
C 1.580 0.153 -1.054 0.74 -1.42 2.96
H -1.999 -0.545 0.860 2.97 0.79 2.82
H -1.456 0.097 2.974 0.81 -2.16 -4.03
H -0.457 -1.544 1.969 -1.49 4.15 -1.24
H -0.722 1.563 2.045 1.73 0.29 -1.10
H 0.968 0.675 1.584 -2.77 0.61 -0.17
H -1.392 1.412 -0.305 0.19 0.17 -0.09
H -0.116 2.498 -0.186 1.63 1.10 -0.66
H -1.363 -0.389 -2.814 -0.26 -0.68 0.42
H 2.183 1.024 -0.695 -0.35 -0.85 -0.72
H 0.106 -1.712 -1.196 3.15 -1.01 0.44
H 1.288 -3.029 -0.458 -0.24 4.08 -2.71
N 0.163 0.302 -1.045 -0.74 3.08 -0.93
N 2.041 -1.049 -0.778 -0.68 1.20 -1.69
N 1.187 -2.053 -1.169 -2.27 -2.85 2.81
S -0.502 0.599 -2.635 0.72 0.76 -0.52
```
Positions in Å, forces in eV/Å.

Electronic energy   -19624.9641 eV
Charge   0
HOMO-LUMO gap   9.4 eV
ΔE to the lowest compared entry with this formula, charge and spin   694.35 kJ/mol

***

3.
Formula: C3H4S2
Source: the OMol25 dataset
Level of theory: wB97M-V/def2-TZVPD

Geometry as XYZ:
```
9
Properties=species:S:1:pos:R:3:forces:R:3
C 0.220 0.672 0.650 -0.35 0.21 0.24
C 0.649 -0.162 -0.530 -3.05 0.56 -1.43
C -1.268 0.042 -1.247 3.10 0.02 1.12
S -1.590 0.795 0.367 0.24 0.13 -0.13
S 0.173 0.603 -2.066 -0.19 -0.14 0.23
H 0.407 0.205 1.613 0.03 -0.04 -0.01
H 0.666 1.666 0.615 0.10 -0.05 0.11
H 0.883 -1.203 -0.469 0.23 -0.35 -0.02
H -1.879 -0.758 -1.611 -0.12 -0.35 -0.11
```
Positions in Å, forces in eV/Å.

Electronic energy   -24843.1475 eV
Charge   0
HOMO-LUMO gap   7.8 eV
ΔE to the lowest compared entry with this formula, charge and spin   240.62 kJ/mol